No. 1
DFT (wB97M-V/def2-TZVPD) results for the molecule C3H3I2N in a non-equilibrium geometry.

Calculated values
E_tot: -766.08003 hartree
Largest force on an atom: 0.026 Eh/bohr
Energy above the lowest of the compared OMol25 structures with the same formula, charge and spin: 383.6 kJ/mol
HOMO (spin up / spin down): -8.869 / -8.870 eV
Spin multiplicity: 1

Each atom is followed by the atoms it is bonded to, with distances in Å.
Cartesian coordinates (Å):
1 I 3.850 0.839 -0.109  I2 2.882
2 I 1.835 -1.210 0.117  I1 2.882, N3 1.905
3 N 0.334 -1.186 -1.056  I2 1.905, C6 1.439
4 C -0.721 1.200 1.288  C5 1.198, H8 1.048
5 C -0.865 0.399 0.410  C4 1.198, C6 1.446
6 C -0.900 -0.546 -0.684  N3 1.439, C5 1.446, H7 1.100, H9 1.099
7 H -1.607 -1.353 -0.442  C6 1.100
8 H -0.650 1.903 2.063  C4 1.048
9 H -1.276 -0.045 -1.587  C6 1.099

Here are the Löwdin charges for atoms 1 to 6, given in e: -0.065, 0.928, -0.582, 0.111, -0.212, -0.437

No. 2
DFT (wB97M-V/def2-TZVPD) results for a cluster of 3 separate species, C3H3I2NO in total in a non-equilibrium geometry.

Calculated values
E_tot: -841.32226 hartree
Largest force on an atom: 0.055 Eh/bohr
Energy above the lowest of the compared OMol25 structures with the same formula, charge and spin: 411.6 kJ/mol
HOMO (spin up / spin down): -8.950 / -8.951 eV
Spin multiplicity: 1

Each atom is followed by the atoms it is bonded to, with distances in Å.
Cartesian coordinates (Å):
1 I 0.211 -1.489 -4.312  H9 1.617
2 I -1.563 -1.186 2.726  C5 1.948
3 O -1.676 0.515 -2.081  C6 1.166
4 N -0.958 -0.076 0.081  C6 1.200
5 C -0.030 -0.136 2.140  I2 1.948, C7 1.292
6 C -1.222 0.286 -1.032  O3 1.166, N4 1.200
7 C 1.091 0.507 2.174  C5 1.292, H8 1.143, H10 1.051
8 H 1.541 1.100 1.307  C7 1.143
9 H 0.725 -0.022 -3.868  I1 1.617
10 H 1.882 0.500 2.866  C7 1.051

Here are the Löwdin charges for atoms 1 to 6, given in e: 0.382, 1.082, 0.020, -0.001, -0.710, -0.575

- Which value of energy above the lowest of the compared OMol25 structures with the same formula, charge and spin does entry 1 give?
  383.6 kJ/mol

- Which of these has the highest largest force on an atom?
  C3H3I2NO

What did the first record say?
DFT (wB97M-V/def2-TZVPD) results for the molecule C3H3I2N in a non-equilibrium geometry.

Calculated values
E_tot: -766.08003 hartree
Largest force on an atom: 0.026 Eh/bohr
Energy above the lowest of the compared OMol25 structures with the same formula, charge and spin: 383.6 kJ/mol
HOMO (spin up / spin down): -8.869 / -8.870 eV
Spin multiplicity: 1

Each atom is followed by the atoms it is bonded to, with distances in Å.
Cartesian coordinates (Å):
1 I 3.850 0.839 -0.109  I2 2.882
2 I 1.835 -1.210 0.117  I1 2.882, N3 1.905
3 N 0.334 -1.186 -1.056  I2 1.905, C6 1.439
4 C -0.721 1.200 1.288  C5 1.198, H8 1.048
5 C -0.865 0.399 0.410  C4 1.198, C6 1.446
6 C -0.900 -0.546 -0.684  N3 1.439, C5 1.446, H7 1.100, H9 1.099
7 H -1.607 -1.353 -0.442  C6 1.100
8 H -0.650 1.903 2.063  C4 1.048
9 H -1.276 -0.045 -1.587  C6 1.099

Here are the Löwdin charges for atoms 1 to 6, given in e: -0.065, 0.928, -0.582, 0.111, -0.212, -0.437